--- a ---
Here is an isolated molecule of C5H6S3 from OMol25. Energies are from ωB97M-V with the def2-TZVPD basis set.

Properties
Frontier orbital gap ... 7.86 eV
Structure (SMILES) ... S=C1CCCC(=S)S1

ORCA input file:
```
! RIJCOSX wB97M-V def2-TZVPD def2/J DEFGRID3
* xyz 0 1
S 2.86282 -0.77012 -0.05824
C 1.42929 -0.02283 0.06644
C 1.25463 1.46859 0.24180
C -0.00309 2.02212 -0.41362
C -1.26905 1.46487 0.21602
C -1.42522 -0.02140 0.04472
S -2.85598 -0.77766 -0.04995
S 0.00233 -1.05288 0.02099
H 2.15802 1.95896 -0.15915
H 1.21448 1.66191 1.31607
H -0.01256 3.11303 -0.29249
H 0.01718 1.81222 -1.49204
H -2.15910 1.93358 -0.20720
H -1.28408 1.66281 1.29779
*
```

=====

--- b ---
Here is a cluster of 4 separate species, C5H6S3 in total from OMol25. Energies are from ωB97M-V with the def2-TZVPD basis set.

Properties
Frontier orbital gap ... 7.76 eV

ORCA input file:
```
! RIJCOSX wB97M-V def2-TZVPD def2/J DEFGRID3
* xyz 0 1
C -1.15073 0.41925 2.56480
C -0.09875 0.46534 -0.16143
C 1.08413 0.76408 -2.54075
C -0.20557 -1.06706 -0.51820
C 0.23118 -2.23681 -0.56747
H -2.61495 0.04155 2.76711
H -0.69274 1.60429 3.47491
H -0.04129 -0.60593 2.73701
H 1.00310 0.45921 0.32356
H 1.95794 0.10262 -1.92200
H 0.53407 -3.34421 -1.04928
S -1.50732 0.94792 0.79954
S 0.14075 1.63490 -1.64593
S 1.36020 0.81485 -4.26187
*
```

=====

Most stable structure, least stable structure: a, b.

=====

--- a ---
Here is a cluster of 2 separate species, C3H9ClOSi in total from OMol25. Energies are from ωB97M-V with the def2-TZVPD basis set.

Properties
Frontier orbital gap (alpha / beta) ... 5.89 / 4.86 eV

ORCA input file:
```
! RIJCOSX wB97M-V def2-TZVPD def2/J DEFGRID3
* xyz 0 1
C -0.05025 0.81679 -1.45710
C 0.91079 -1.72441 -0.18161
C 0.40519 0.97264 1.69287
O -1.65993 -0.72715 0.37086
Si -0.20805 -0.15733 0.28630
Cl -3.79088 0.64503 -0.45841
H 0.84086 1.47794 -1.49730
H -0.06864 -0.07867 -2.10031
H -1.06730 1.32569 -1.56912
H 1.87618 -1.43984 -0.21002
H 0.72737 -2.55737 0.48602
H 0.73449 -2.09963 -1.11147
H 0.43686 0.31741 2.56413
H 1.28522 1.59881 1.36913
H -0.37192 1.63008 1.81601
*
```

=====

--- b ---
Here is a cluster of 2 separate species, C3H9ClOSi in total from OMol25. Energies are from ωB97M-V with the def2-TZVPD basis set.

Properties
Frontier orbital gap ... 8.24 eV

ORCA input file:
```
! RIJCOSX wB97M-V def2-TZVPD def2/J DEFGRID3
* xyz 0 1
C -0.05267 -1.81560 1.89085
C -1.28464 1.75053 0.22254
C 1.80219 0.17112 -2.02377
O 0.02769 -0.55278 1.26033
Si -0.43299 0.07949 -0.16368
Cl 2.06242 1.78516 -2.82322
H -0.52902 -1.51232 2.93608
H 0.83457 -2.41835 1.92675
H -0.81749 -2.40973 1.43061
H -1.92994 1.47602 1.04791
H -0.62763 2.56146 0.49661
H -2.02015 2.07161 -0.59996
H 1.56777 -0.49238 -2.85245
H 2.77807 -0.07309 -1.57835
H -1.37819 -0.62114 -1.17026
*
```

=====

Most stable structure, least stable structure: b, a.

=====

--- a ---
Here is a cluster of 2 separate species, C3H3O2 in total from OMol25. Energies are from ωB97M-V with the def2-TZVPD basis set.

Properties
Frontier orbital gap ... 12.34 eV

ORCA input file:
```
! RIJCOSX wB97M-V def2-TZVPD def2/J DEFGRID3
* xyz 1 1
C -0.86343 -0.10216 0.49519
C 1.04825 0.04212 -1.50300
C 0.41041 0.26948 0.91187
O 1.74099 0.00682 -2.39583
O 1.37807 0.66806 1.41083
H -0.87308 -1.18336 -0.01540
H -1.36223 0.46526 -0.21656
H -1.47899 -0.16623 1.31289
*
```

=====

--- b ---
Here is a cluster of 2 separate species, C3H3O2 in total from OMol25. Energies are from ωB97M-V with the def2-TZVPD basis set.

Properties
Frontier orbital gap ... 10.90 eV

ORCA input file:
```
! RIJCOSX wB97M-V def2-TZVPD def2/J DEFGRID3
* xyz 1 1
C -0.32114 0.67131 0.49451
C 1.60349 -1.47793 -2.13010
C -1.54490 0.51143 1.05941
O 2.57627 -1.95822 -2.35950
O -2.45826 0.35045 1.67317
H -0.10867 0.39444 -0.57222
H 0.13196 -0.20023 1.20501
H 0.12125 1.70874 0.62972
*
```

=====

Most stable structure, least stable structure: b, a.